61
Properties=species:S:1:pos:R:3:forces:R:3 method="wB97M-V/def2-TZVPD" relative_energy_ev=0.000 homo_energy_ev="-2.395 / -2.429" s_squared=0.776 multiplicity=2 gap_ev="7.13 / 7.16" charge=-2 e_tot_ha=-3786.583181 e_lumo_ev="4.73 / 4.73"
Fe 1.890298 -0.465009 0.202090 0.1 -0.5 0.0
O -1.404839 -4.413667 1.583743 -0.2 -0.1 0.1
C -1.799417 -3.401662 2.381983 0.0 -0.1 -0.1
C -2.783062 -3.654025 3.335636 -0.1 0.0 0.1
C -3.198301 -2.647643 4.192694 0.0 0.0 0.0
C -2.638400 -1.377510 4.118561 0.0 0.0 0.0
C -1.672367 -1.118812 3.158247 0.0 -0.1 0.0
C -1.260730 -2.112217 2.273597 0.0 0.1 0.1
C -0.246925 -1.760636 1.249242 0.1 0.0 -0.1
O -0.047627 -0.542772 0.976202 0.0 0.0 0.1
N 0.370100 -2.776338 0.656959 -0.1 -0.1 0.2
N 1.241920 -2.258372 -0.276822 0.2 0.1 -0.4
C 1.395355 -2.864638 -1.391601 -0.2 0.3 0.2
C 1.878826 -2.150072 -2.554832 0.0 -0.1 -0.1
C 2.247508 -2.863533 -3.700871 0.0 0.0 0.1
C 2.507387 -2.237883 -4.902215 0.0 0.0 0.0
C 2.344549 -0.850413 -4.968293 0.0 0.0 0.0
C 1.963943 -0.125744 -3.864265 0.0 0.1 0.0
C 1.756259 -0.727962 -2.599326 -0.1 0.0 -0.1
O 1.433940 0.026206 -1.593989 0.3 0.0 0.0
H -0.664607 -4.048402 1.025255 0.2 0.0 0.0
H -3.198321 -4.652894 3.392681 0.0 0.0 0.0
H -3.958165 -2.863464 4.936385 0.0 0.0 0.0
H -2.939990 -0.601764 4.810861 0.0 0.0 0.0
H -1.174159 -0.158489 3.088101 0.0 0.0 0.0
H 0.967796 -3.859144 -1.516022 0.0 0.0 0.0
H 2.315692 -3.944946 -3.627299 0.0 0.0 0.0
H 2.805447 -2.806698 -5.774204 0.0 0.0 0.0
H 2.518715 -0.333230 -5.906423 0.0 0.0 0.0
H 1.837776 0.948331 -3.918756 0.0 0.0 0.0
O 1.286975 0.778487 3.407967 -0.1 0.0 0.0
S 2.414376 0.563447 2.518859 0.1 0.1 -0.1
O 3.682771 0.933954 3.102160 0.0 -0.1 0.0
O 2.201185 1.250302 1.168670 0.0 0.1 -0.2
O 2.426489 -0.890122 1.993580 0.0 0.1 0.2
C -4.631838 2.607829 -0.064557 0.0 0.0 0.0
C -3.374936 2.570473 0.800085 0.0 0.0 -0.1
C -2.421032 1.454072 0.388382 0.1 -0.1 0.1
S -1.262761 1.904687 -0.937243 0.0 0.0 0.0
O -1.987987 2.852926 -1.854996 -0.2 0.2 0.0
C -0.188482 2.915674 0.116761 0.0 0.0 0.1
C 0.561790 3.966539 -0.694192 0.0 0.0 0.0
C 1.737759 3.390551 -1.476181 0.0 0.0 0.0
H -5.291740 3.428210 0.230002 0.0 0.0 0.0
H -5.193540 1.674731 0.030297 0.0 0.0 0.0
H -4.354796 2.740776 -1.109788 0.0 0.0 0.0
H -3.646401 2.431207 1.850096 0.0 0.0 0.0
H -2.868811 3.536617 0.731819 0.0 0.0 0.0
H -2.977264 0.591403 0.015888 0.0 0.0 0.0
H -1.779710 1.094051 1.196224 0.0 0.0 -0.1
H 0.500998 2.213434 0.597829 -0.1 0.1 0.0
H -0.809539 3.382069 0.886211 0.0 0.0 -0.1
H 0.919712 4.726103 0.006709 0.0 0.0 0.0
H -0.144049 4.459696 -1.369572 0.0 0.0 0.0
H 2.450381 2.914192 -0.803474 0.0 0.0 0.0
H 2.250182 4.171920 -2.044412 0.0 0.0 0.0
H 1.402790 2.619599 -2.168586 0.0 0.0 -0.1
F 4.676389 -0.147107 0.498451 0.0 0.0 -0.1
C 3.775081 -0.881173 -0.232355 0.0 0.0 0.1
F 4.170898 -0.672629 -1.553499 0.0 0.0 0.0
H 3.986507 -1.938519 -0.018450 0.0 0.0 0.0